Density functional theory data (ωB97M-V/def2-TZVPD) for C7H12N2O as an isolated structure at a distorted geometry.

Properties
Energy ... -458.56821 Eh
HOMO-LUMO gap ... 0.365 hartree
Total charge ... 0

Geometry as XYZ:
```
22
C7H12N2O (ωB97M-V/def2-TZVPD)
C -3.20 0.89 -0.09
C -1.85 0.43 0.44
C -1.73 -1.09 0.66
C -0.26 -1.38 0.43
C 0.23 -1.45 -0.98
C 0.33 -0.13 -0.24
N -0.75 0.80 -0.46
C 1.64 0.38 0.26
N 2.80 -0.04 -0.26
H -3.42 0.41 -1.06
H -4.00 0.63 0.61
H -3.21 1.98 -0.24
H -1.67 0.92 1.41
H -2.04 -1.39 1.67
H -2.36 -1.64 -0.06
H 0.32 -1.89 1.20
H 1.15 -2.00 -1.19
H -0.50 -1.50 -1.79
H -1.05 0.80 -1.43
O 1.82 1.64 0.44
H 2.95 -1.04 -0.18
H 3.21 1.18 -0.09
```


Density functional theory data (ωB97M-V/def2-TZVPD) for one molecule with the formula C7H12N2O2 at a distorted geometry.

Properties
Energy ... -533.71161 Eh
HOMO-LUMO gap ... 0.301 hartree
SMILES ... COn1c(C)c(C)c(C)[n+]1[O-]
Total charge ... 0

Geometry as XYZ:
```
23
C7H12N2O2 (ωB97M-V/def2-TZVPD)
C -3.20 0.43 -0.77
O -2.48 0.44 0.49
N -1.12 0.12 0.43
C 0.06 0.93 0.27
C 0.00 2.44 0.47
C 1.15 0.07 0.28
C 2.60 0.28 0.10
C 0.57 -1.23 0.22
C 1.40 -2.46 -0.20
N -0.77 -1.19 0.28
O -1.52 -2.18 0.40
H -3.82 1.40 -0.80
H -3.85 -0.46 -0.61
H -2.52 0.44 -1.61
H 1.06 2.74 0.38
H -0.78 2.81 -0.07
H -0.35 2.71 1.46
H 3.10 -0.08 0.91
H 3.05 -0.26 -0.68
H 2.71 1.34 -0.26
H 0.87 -3.24 0.31
H 1.47 -2.64 -1.26
H 2.37 -2.41 0.27
```


Density functional theory data (ωB97M-V/def2-TZVPD) for one molecule with the formula C7H12N2O2 at a distorted geometry.

Properties
Energy ... -533.84863 Eh
HOMO-LUMO gap (alpha / beta) ... 0.308 / 0.308 hartree
Total charge ... 0

Geometry as XYZ:
```
23
C7H12N2O2 (ωB97M-V/def2-TZVPD)
C -1.05 0.63 -1.98
C 1.78 -0.75 -0.20
C 1.31 -1.22 1.16
C 0.99 0.49 -0.68
C -1.12 -0.39 0.22
C 1.19 1.70 0.24
C -2.59 -0.38 0.39
N -0.33 -1.01 1.13
N -0.44 0.22 -0.83
O -0.50 1.19 -2.89
O -0.85 -1.54 2.15
H -2.12 0.37 -1.99
H 2.84 -0.48 -0.17
H 1.65 -1.54 -0.94
H 1.41 -2.28 1.35
H 1.64 -0.62 2.00
H 1.34 0.76 -1.68
H 0.80 1.50 1.24
H 0.68 2.56 -0.17
H 2.25 1.93 0.32
H -2.99 0.63 0.25
H -2.80 -0.72 1.41
H -3.09 -1.06 -0.30
```


Density functional theory data (ωB97M-V/def2-TZVPD) for a 2-piece molecular cluster, C7H12N2O2 overall at a distorted geometry.

Properties
Energy ... -533.66191 Eh
HOMO-LUMO gap ... 0.347 hartree
SMILES ... CC(C)(C)C#[N+][O-].CC#[N+][O-]
Total charge ... 0

Geometry as XYZ:
```
23
C7H12N2O2 (ωB97M-V/def2-TZVPD)
C 0.79 1.09 1.24
C 1.06 -0.16 0.37
C 1.64 0.33 -0.94
C 2.32 -0.88 1.07
C -0.06 -1.13 0.29
N -0.63 -2.09 -0.01
O -1.47 -2.90 -0.11
H 1.57 1.71 1.25
H -0.09 1.58 0.77
H 0.53 0.79 2.28
H 0.98 1.14 -1.15
H 2.72 0.61 -0.91
H 1.57 -0.37 -1.74
H 2.76 -0.12 1.68
H 2.02 -1.66 1.63
H 3.00 -1.33 0.38
C -2.85 0.09 -1.69
C -2.45 0.35 -0.35
N -2.48 1.21 0.43
O -2.30 1.69 1.50
H -1.84 -0.11 -2.18
H -3.35 -0.85 -1.83
H -3.45 1.01 -1.98
```


- energy of number 3 (C7H12N2O2)?
  -533.84863 Eh